No. 1
Entry from the OMol25 dataset: a cluster of 15 separate species, C19H44Cl29O3P3 in total at a distorted geometry (wB97M-V/def2-TZVPD).

Cartesian coordinates (Å):
C (2.632, 2.019, 1.710)
C (2.527, 0.536, 1.329)
C (1.647, 0.253, 0.120)
Cl (2.310, 1.060, -1.350)
P (-0.199, 0.698, 0.352)
C (-0.477, -0.736, 1.465)
C (-0.904, -0.367, 2.897)
P (-2.443, 1.274, 0.404)
P (-2.527, 3.439, 0.443)
O (-2.870, 3.910, 1.793)
O (-3.542, 3.994, -0.655)
O (-1.150, 4.072, -0.079)
H (2.521, 2.660, 0.843)
H (3.562, 2.218, 2.227)
H (1.838, 2.262, 2.409)
H (3.531, 0.192, 1.082)
H (2.211, -0.074, 2.172)
H (1.715, -0.809, -0.104)
H (-0.378, 0.542, -1.042)
H (0.155, 1.951, 0.886)
H (0.476, -1.250, 1.551)
H (-1.153, -1.461, 1.025)
H (-0.785, 0.685, 3.129)
H (-1.966, -0.570, 2.992)
H (-0.381, -0.977, 3.618)
H (-3.025, 0.988, 1.652)
H (-4.231, 3.350, -0.899)
H (-0.520, 4.042, 0.653)
C (-5.789, 6.216, -1.416)
Cl (-5.774, 5.844, -3.145)
Cl (-6.258, 7.897, -1.112)
H (-6.506, 5.567, -0.929)
H (-4.797, 6.053, -1.016)
C (1.365, -2.271, 6.344)
Cl (2.034, -2.468, 4.720)
Cl (-0.309, -1.696, 6.291)
H (1.393, -3.227, 6.852)
H (1.964, -1.542, 6.873)
C (-6.759, 1.188, -1.425)
Cl (-6.123, 0.846, 0.185)
Cl (-5.659, 2.219, -2.358)
H (-6.888, 0.255, -1.961)
H (-7.707, 1.701, -1.323)
C (4.598, -4.630, 8.355)
Cl (4.293, -4.783, 6.622)
Cl (4.174, -3.032, 8.987)
H (4.006, -5.373, 8.875)
H (5.653, -4.794, 8.535)
C (4.252, 4.316, -2.496)
Cl (4.873, 4.022, -0.868)
Cl (5.347, 5.319, -3.453)
H (4.135, 3.362, -2.995)
H (3.299, 4.823, -2.415)
C (5.242, -0.594, -2.640)
Cl (5.441, -1.803, -1.362)
Cl (6.704, 0.355, -2.923)
H (4.972, -1.103, -3.557)
H (4.458, 0.069, -2.301)
C (2.214, -3.452, -2.987)
Cl (2.105, -4.034, -1.322)
Cl (0.696, -2.736, -3.550)
H (2.991, -2.699, -3.040)
H (2.452, -4.290, -3.630)
C (-2.717, -0.949, -3.177)
Cl (-4.016, -0.773, -2.001)
Cl (-3.305, -1.047, -4.845)
H (-2.064, -0.087, -3.093)
H (-2.172, -1.858, -2.959)
C (-1.622, -1.431, -7.944)
Cl (-0.140, -2.397, -7.919)
Cl (-2.604, -1.742, -9.381)
H (-2.199, -1.684, -7.064)
H (-1.346, -0.384, -7.932)
C (-9.582, 8.688, -2.235)
Cl (-10.556, 10.148, -2.018)
Cl (-10.146, 7.714, -3.599)
H (-8.557, 8.977, -2.419)
H (-9.649, 8.091, -1.335)
C (1.785, -7.466, 4.483)
Cl (3.085, -8.250, 5.390)
Cl (2.104, -5.749, 4.210)
H (1.691, -7.958, 3.522)
H (0.866, -7.559, 5.047)
C (5.245, -4.364, 1.107)
Cl (3.897, -5.009, 2.048)
Cl (5.839, -5.529, -0.079)
H (4.884, -3.497, 0.570)
H (6.051, -4.088, 1.776)
C (0.841, 3.496, 5.135)
Cl (2.145, 2.298, 5.109)
Cl (-0.207, 3.408, 3.710)
H (0.234, 3.320, 6.015)
H (1.282, 4.483, 5.171)
C (1.121, -5.657, -6.934)
Cl (1.596, -6.631, -5.536)
Cl (2.399, -4.540, -7.426)
H (0.906, -6.321, -7.762)
H (0.244, -5.078, -6.672)

The value obtained for the HOMO energy is -0.3008 Eh. The calculation puts the LUMO energy at 0.16 eV.

No. 2
Entry from the OMol25 dataset: a cluster of 19 separate species, C23H70NO25PS in total at a distorted geometry (wB97M-V/def2-TZVPD).

Cartesian coordinates (Å):
C (-4.918, -1.011, 1.970)
C (-3.372, -1.076, 1.608)
C (-3.017, -2.269, 0.625)
C (-1.739, -3.042, 1.011)
C (-0.432, -2.321, 0.523)
C (-0.454, -2.012, -1.026)
C (0.965, -1.726, -1.599)
C (1.308, -0.188, -1.821)
C (0.552, 0.786, -0.869)
C (-0.558, 1.565, -1.375)
O (-0.953, 1.480, -2.684)
C (-1.312, 2.466, -0.517)
S (-2.694, 3.491, -1.110)
C (-4.204, 2.503, -1.390)
O (-2.305, 3.944, -2.449)
O (-2.945, 4.678, -0.306)
C (-0.907, 2.520, 0.842)
C (0.224, 1.766, 1.329)
C (0.979, 0.892, 0.501)
C (2.174, 0.092, 1.067)
C (3.488, 0.905, 0.673)
O (3.138, 2.305, 0.698)
C (3.660, 3.006, -0.351)
C (2.860, 4.279, -0.746)
O (4.678, 2.726, -0.936)
C (0.440, 2.076, 2.821)
O (1.224, 1.520, 3.553)
N (-0.447, 3.144, 3.055)
P (0.034, 4.559, 3.996)
C (1.160, 4.090, 5.400)
C (1.033, 5.715, 2.925)
C (-1.469, 3.290, 2.065)
O (-2.503, 3.853, 2.258)
H (-5.240, 0.024, 2.258)
H (-5.565, -1.286, 1.109)
H (-5.176, -1.655, 2.838)
H (-2.820, -1.137, 2.570)
H (-3.146, -0.102, 1.112)
H (-3.867, -2.989, 0.695)
H (-2.975, -1.859, -0.402)
H (-1.761, -4.120, 0.719)
H (-1.678, -3.027, 2.126)
H (0.470, -2.929, 0.761)
H (-0.351, -1.392, 1.131)
H (-0.818, -2.968, -1.500)
H (-1.213, -1.242, -1.275)
H (1.017, -2.185, -2.611)
H (1.766, -2.208, -0.995)
H (1.190, 0.122, -2.883)
H (2.392, -0.091, -1.604)
H (-0.710, 0.588, -2.987)
H (-4.404, 2.491, -2.484)
H (-4.067, 1.443, -1.085)
H (-5.089, 2.993, -0.936)
H (2.250, -0.869, 0.529)
H (2.100, -0.054, 2.155)
H (4.260, 0.719, 1.439)
H (3.785, 0.536, -0.323)
H (2.590, 4.282, -1.814)
H (3.544, 5.128, -0.519)
H (2.002, 4.383, -0.054)
H (2.082, 3.628, 4.975)
H (1.451, 4.959, 6.017)
H (0.631, 3.315, 5.993)
H (0.720, 5.700, 1.862)
H (0.907, 6.738, 3.333)
H (2.111, 5.447, 3.030)
O (5.708, 0.153, -2.857)
H (5.542, 0.622, -2.027)
H (6.565, 0.491, -3.145)
O (7.552, -2.448, -2.800)
H (6.970, -1.680, -2.747)
H (7.199, -3.054, -2.137)
O (-5.111, 5.978, -2.308)
H (-4.335, 5.701, -1.807)
H (-4.930, 5.672, -3.203)
O (-1.982, 3.056, 6.189)
H (-1.954, 2.094, 6.240)
H (-1.663, 3.256, 5.297)
O (-2.255, 7.725, 0.763)
H (-2.969, 8.056, 0.208)
H (-2.215, 6.784, 0.553)
O (3.720, 1.495, 5.062)
H (3.763, 2.279, 5.618)
H (2.942, 1.639, 4.503)
O (-1.908, -4.416, -3.142)
H (-2.653, -4.136, -3.685)
H (-1.810, -5.353, -3.347)
O (4.330, -1.603, 2.240)
H (4.141, -1.155, 3.074)
H (5.180, -1.241, 1.969)
O (1.588, -2.741, -4.443)
H (1.644, -3.702, -4.392)
H (1.897, -2.534, -5.332)
O (-4.909, -0.609, -1.304)
H (-4.894, -1.570, -1.225)
H (-4.598, -0.442, -2.201)
O (-1.775, -6.369, 0.061)
H (-1.732, -7.328, 0.133)
H (-1.485, -6.191, -0.840)
O (-3.194, -8.407, -1.378)
H (-3.220, -9.192, -0.821)
H (-4.017, -7.948, -1.173)
O (-6.289, -8.363, -0.935)
H (-6.644, -7.578, -1.372)
H (-7.061, -8.924, -0.802)
O (-4.887, -5.733, -0.284)
H (-5.253, -6.624, -0.264)
H (-4.048, -5.813, 0.191)
O (5.535, -0.001, -5.787)
H (6.460, 0.187, -6.000)
H (5.483, 0.103, -4.827)
O (-5.731, 1.161, 4.211)
H (-5.895, 1.615, 5.045)
H (-4.902, 1.540, 3.899)
O (8.055, -0.091, -7.185)
H (8.685, -0.797, -7.004)
H (7.709, -0.299, -8.060)
O (7.570, -3.313, -0.032)
H (8.492, -3.121, -0.237)
H (7.516, -3.218, 0.925)

The value obtained for the HOMO energy is -0.3061 Eh. The calculation puts the LUMO energy at -0.76 eV. The value obtained for the energy above the lowest of the compared OMol25 structures with the same formula, charge and spin is 0.0 kJ/mol.

No. 3
Entry from the OMol25 dataset: a structure of composition C25H35BiCl2F6N9O3SSb at a distorted geometry (wB97M-V/def2-TZVPD).

Cartesian coordinates (Å):
Bi (1.112, 0.466, -0.601)
N (1.596, 0.522, -3.271)
C (1.915, 1.923, -3.608)
C (0.947, 2.765, -2.787)
O (-0.003, 3.344, -3.318)
O (1.207, 2.681, -1.548)
H (2.178, -0.123, -3.793)
H (0.631, 0.328, -3.525)
H (1.836, 2.174, -4.669)
H (2.925, 2.113, -3.251)
O (0.628, -0.846, 1.437)
N (0.792, -2.168, 1.510)
C (0.014, -2.803, 2.425)
C (0.051, -4.156, 2.602)
C (0.929, -4.887, 1.790)
C (1.711, -4.237, 0.882)
C (1.678, -2.822, 0.709)
S (2.681, -2.001, -0.370)
H (-0.625, -2.133, 2.978)
H (-0.596, -4.618, 3.332)
H (0.984, -5.964, 1.879)
H (2.394, -4.772, 0.238)
C (-2.333, -1.843, -0.212)
N (-3.371, -0.926, -0.585)
C (-4.757, -1.258, -0.360)
C (-5.462, 0.079, -0.574)
N (-4.400, 1.055, -0.425)
C (-4.668, 2.409, -0.865)
C (-3.146, 0.458, -0.511)
N (-1.982, 0.960, -0.533)
C (-1.693, 2.360, -0.328)
C (-0.953, 2.649, 0.974)
N (0.416, 2.144, 1.096)
C (1.203, 2.678, 1.979)
N (2.430, 2.192, 2.306)
C (3.118, 1.010, 1.819)
C (3.072, 2.920, 3.372)
C (2.204, 4.152, 3.501)
N (0.964, 3.790, 2.815)
C (0.202, 4.981, 2.459)
H (-2.669, -2.486, 0.598)
H (-1.489, -1.258, 0.147)
H (-1.265, -2.174, -1.941)
H (-4.919, -1.652, 0.651)
H (-5.099, -2.014, -1.069)
H (-6.248, 0.250, 0.165)
H (-5.917, 0.137, -1.570)
H (-5.736, 2.489, -1.073)
H (-4.125, 2.658, -1.780)
H (-4.425, 3.153, -0.105)
H (-2.583, 2.995, -0.277)
H (-1.091, 2.737, -1.159)
H (-1.555, 2.277, 1.814)
H (-0.968, 3.730, 1.007)
H (3.182, 0.992, 0.736)
H (2.652, 0.092, 2.180)
H (4.145, 1.075, 2.172)
H (4.097, 3.164, 3.087)
H (3.098, 2.330, 4.295)
H (2.669, 5.015, 3.012)
H (1.994, 4.417, 4.539)
H (0.484, 5.753, 3.176)
H (-0.872, 4.844, 2.556)
H (0.439, 5.349, 1.456)
Cl (0.072, -3.527, -3.307)
C (-0.820, -4.590, -2.262)
C (-0.579, -5.941, -2.358)
C (-1.299, -6.837, -1.581)
C (-2.287, -6.336, -0.756)
C (-2.529, -4.974, -0.672)
Cl (-3.918, -4.533, 0.310)
C (-1.774, -4.025, -1.379)
N (-1.919, -2.664, -1.345)
H (0.182, -6.281, -3.046)
H (-1.118, -7.899, -1.645)
H (-2.906, -6.998, -0.166)
F (4.260, 1.017, -1.622)
Sb (5.623, 2.315, -1.344)
F (4.810, 3.397, -2.659)
F (4.550, 3.131, -0.014)
F (6.972, 3.604, -1.064)
F (6.376, 1.200, -0.013)
F (6.678, 1.474, -2.665)

The value obtained for the HOMO energy (spin up / spin down) is -0.1297 / -0.1965 Eh. As for the charge: -1. The calculation puts the LUMO energy (spin up / spin down) at 1.98 / 1.98 eV. As for the multiplicity: 2. The value obtained for the energy above the lowest of the compared OMol25 structures with the same formula, charge and spin is 8.9 kJ/mol.

No. 4
Entry from the OMol25 dataset: a structure of composition C11H23FInN6 at a distorted geometry (wB97M-V/def2-TZVPD).

Cartesian coordinates (Å):
C (2.652, 2.468, -0.705)
N (3.005, 1.123, -1.241)
C (1.875, 0.568, -2.054)
In (0.317, -0.161, -0.602)
N (0.531, -2.312, -0.554)
F (0.778, 0.484, 1.337)
C (-1.811, 0.273, -1.190)
C (-2.288, 1.719, -0.901)
C (-3.381, 2.321, -1.858)
N (-1.899, 2.471, 0.066)
H (1.545, 2.614, -0.742)
H (3.176, 3.242, -1.327)
H (3.026, 2.583, 0.340)
H (3.839, 1.247, -1.811)
H (2.300, -0.308, -2.620)
H (1.499, 1.284, -2.835)
H (0.432, -2.677, -1.504)
H (-0.318, -2.609, -0.094)
H (-2.460, -0.402, -0.576)
H (-2.024, 0.022, -2.260)
H (-3.249, 1.965, -2.906)
H (-4.376, 1.928, -1.513)
H (-3.439, 3.430, -1.777)
H (-1.213, 1.922, 0.600)
C (-3.897, -3.882, 1.135)
C (-3.001, -3.239, 0.177)
N (-2.289, -2.733, -0.569)
H (-4.459, -4.693, 0.671)
H (-3.343, -4.304, 1.975)
H (-4.617, -3.172, 1.543)
C (5.342, -1.403, 0.330)
C (6.383, -0.880, -0.551)
N (7.202, -0.469, -1.243)
H (4.472, -0.742, 0.361)
H (4.994, -2.383, 0.002)
H (5.705, -1.514, 1.353)
C (-1.593, 1.449, 3.613)
C (-2.290, 0.167, 3.548)
N (-2.841, -0.840, 3.501)
H (-0.591, 1.339, 4.026)
H (-1.485, 1.896, 2.627)
H (-2.128, 2.164, 4.240)

The value obtained for the HOMO energy is -0.1633 Eh. As for the charge: -1. The calculation puts the LUMO energy at 2.80 eV.

No. 5
Entry from the OMol25 dataset: a structure of composition C3H3Br9 at a distorted geometry (wB97M-V/def2-TZVPD).

Cartesian coordinates (Å):
C (2.815, -3.483, -2.430)
Br (4.507, -2.516, -2.775)
Br (2.662, -4.660, -3.981)
Br (1.419, -2.155, -2.327)
H (2.744, -4.051, -1.503)
C (-1.282, 3.726, 3.002)
Br (-0.766, 5.356, 1.978)
Br (-2.016, 4.207, 4.801)
Br (0.380, 2.725, 3.239)
H (-2.062, 3.137, 2.520)
C (-1.547, -0.516, -0.583)
Br (-2.301, -2.070, 0.415)
Br (-1.388, 1.004, 0.662)
Br (-2.636, 0.062, -2.138)
H (-0.529, -0.767, -0.879)

The value obtained for the HOMO energy is -0.3789 Eh. The calculation puts the LUMO energy at -0.60 eV. The value obtained for the energy above the lowest of the compared OMol25 structures with the same formula, charge and spin is 73.3 kJ/mol.

No. 6
Entry from the OMol25 dataset: a structure of composition C30H42BrClN2P2Pt at a distorted geometry (wB97M-V/def2-TZVPD).

Cartesian coordinates (Å):
C (3.956, 0.828, -6.073)
C (3.753, 1.733, -4.979)
C (4.652, 2.800, -4.851)
C (5.604, 3.020, -5.864)
N (5.729, 2.198, -6.885)
C (4.952, 1.149, -7.024)
C (2.739, 1.468, -3.852)
C (1.856, 0.858, -3.183)
C (1.054, -0.117, -2.466)
C (-0.058, -0.758, -3.033)
C (-0.734, -1.755, -2.262)
C (-0.360, -2.130, -0.980)
C (0.884, -1.521, -0.422)
C (1.549, -0.524, -1.199)
Pt (-0.068, 0.651, -0.034)
P (-2.438, 0.685, 0.040)
H (4.648, 3.342, -3.912)
H (3.423, -0.128, -6.074)
H (6.244, 3.884, -5.763)
H (5.087, 0.500, -7.882)
H (2.601, -0.288, -0.964)
H (-0.307, -0.682, -4.081)
H (1.600, -1.854, 0.333)
H (-1.450, -2.337, -2.901)
C (-3.368, 0.166, 1.550)
C (-4.599, 0.983, 1.990)
H (-2.650, 0.100, 2.378)
H (-3.651, -0.881, 1.299)
H (-5.050, 0.394, 2.828)
H (-4.353, 2.002, 2.346)
H (-5.370, 1.114, 1.214)
C (-2.845, 2.476, -0.249)
C (-2.923, 2.755, -1.759)
H (-1.973, 2.956, 0.209)
H (-3.769, 2.849, 0.256)
H (-2.501, 3.726, -2.038)
H (-2.397, 1.976, -2.313)
H (-3.966, 2.744, -2.084)
C (-3.486, -0.350, -1.118)
C (-5.005, -0.072, -1.174)
H (-3.324, -1.396, -0.775)
H (-3.044, -0.308, -2.122)
H (-5.313, -0.538, -2.131)
H (-5.569, -0.605, -0.377)
H (-5.238, 1.014, -1.181)
Br (-1.549, -4.018, -1.243)
P (0.280, 1.010, 2.058)
C (-0.972, 2.146, 3.075)
C (-0.591, 2.630, 4.523)
H (-2.036, 1.740, 3.144)
H (-1.229, 3.041, 2.457)
H (-1.310, 3.445, 4.733)
H (-0.760, 1.870, 5.294)
H (0.479, 2.964, 4.629)
C (0.302, -0.408, 3.241)
C (1.207, -0.284, 4.468)
H (0.549, -1.433, 2.782)
H (-0.720, -0.518, 3.589)
H (0.951, -1.222, 4.968)
H (2.265, -0.267, 4.200)
H (1.028, 0.551, 5.169)
C (2.106, 1.347, 2.000)
C (2.342, 2.617, 2.825)
H (2.651, 1.353, 0.985)
H (2.601, 0.535, 2.527)
H (3.290, 3.075, 2.499)
H (1.554, 3.364, 2.727)
H (2.408, 2.349, 3.900)
Cl (2.022, -6.654, -1.256)
C (1.517, -5.745, 0.172)
C (1.286, -6.398, 1.380)
C (0.723, -5.646, 2.419)
C (0.356, -4.261, 2.242)
N (0.542, -3.706, 1.058)
C (1.172, -4.387, 0.086)
H (1.418, -7.518, 1.379)
H (0.440, -6.075, 3.376)
H (-0.055, -3.695, 3.063)
H (1.208, -3.928, -0.907)

The value obtained for the HOMO energy (spin up / spin down) is -0.6468 / -0.7138 Eh. As for the charge: +4. The calculation puts the LUMO energy (spin up / spin down) at -11.66 / -14.63 eV. As for the multiplicity: 5. The value obtained for the energy above the lowest of the compared OMol25 structures with the same formula, charge and spin is 269.1 kJ/mol.

The following DFT total energy values (in Ha) correspond, in order, to the records above: -15345.67169 -3593.61311 -4065.00797 -1051.45781 -23282.17567 -5112.19721.